Record 1
# C35H36GeN4O2OsS

C35H36GeN4O2OsS as an isolated structure at a distorted geometry (the ωB97M-V functional and the def2-TZVPD basis, the Open Molecules 2025 dataset).

Structure (XYZ):
```
80
Properties=species:S:1:pos:R:3
Os 1.58 1.06 -1.70
C 4.69 0.54 -4.62
C 3.40 0.57 -3.89
N 3.34 1.01 -2.57
N 4.44 1.61 -1.99
C 4.31 2.24 -0.83
N 5.35 2.81 -0.25
S 2.75 2.29 -0.07
C 2.15 0.18 -4.40
C 1.93 -0.30 -5.71
C 0.66 -0.66 -6.11
C -0.41 -0.54 -5.21
C -0.17 -0.05 -3.96
N 1.07 0.31 -3.54
H 5.44 -0.03 -4.06
H 5.08 1.55 -4.79
H 4.59 0.07 -5.59
H 5.32 1.60 -2.49
H 6.27 2.82 -0.66
H 5.22 3.35 0.59
H 2.76 -0.38 -6.40
H 0.49 -1.01 -7.12
H -1.42 -0.82 -5.50
H -0.97 0.07 -3.24
C -6.16 3.24 1.38
C -4.90 2.63 0.85
C -3.68 3.28 1.00
C -2.49 2.77 0.50
C -1.26 3.63 0.71
C -2.52 1.50 -0.13
C -3.76 0.83 -0.32
C -3.91 -0.45 -1.11
C -4.91 1.42 0.16
C -1.29 0.81 -0.50
O -0.29 1.43 -0.95
O -1.24 -0.48 -0.35
H -5.97 3.78 2.31
H -6.93 2.49 1.55
H -6.55 3.97 0.67
H -3.66 4.24 1.51
H -1.29 4.10 1.69
H -1.27 4.44 -0.02
H -0.32 3.11 0.60
H -4.89 -0.47 -1.59
H -3.86 -1.32 -0.45
H -3.15 -0.56 -1.88
H -5.86 0.93 -0.02
C -0.97 -3.30 -0.03
Ge -0.24 -1.66 0.71
C 1.66 -1.39 0.38
C 2.24 -2.09 -0.69
C 3.62 -2.23 -0.77
C 4.42 -1.69 0.22
C 3.86 -1.00 1.29
C 2.48 -0.86 1.38
C -0.73 -1.08 2.54
C -0.98 0.28 2.78
C -1.42 0.73 4.01
C -1.63 -0.19 5.05
C -1.34 -1.54 4.86
C -1.50 -2.47 5.92
C -1.17 -3.82 5.76
C -0.70 -4.27 4.54
C -0.56 -3.37 3.47
C -0.88 -2.00 3.60
H -0.29 -4.13 0.14
H -1.10 -3.16 -1.10
H -1.93 -3.53 0.43
H 1.61 -2.56 -1.44
H 4.06 -2.80 -1.58
H 5.50 -1.83 0.18
H 4.50 -0.60 2.08
H 2.05 -0.35 2.23
H -0.82 1.01 2.00
H -1.61 1.78 4.17
H -2.01 0.15 6.01
H -1.87 -2.11 6.88
H -1.28 -4.51 6.58
H -0.45 -5.31 4.41
H -0.19 -3.74 2.52
```

* multiplicity: 6
* ⟨S²⟩: 8.80
* E_tot: -116728.175 eV
* lowest unoccupied orbital energy (spin up / spin down): -8.36 / -11.25 eV
* net charge: +3
* E_HOMO (spin up / spin down): -14.06 / -15.63 eV
* molar mass: 839.61 g/mol
* gap between HOMO and LUMO (spin up / spin down): 5.69 / 4.38 eV


Record 2
# C35H37BrCdN3O5S

C35H37BrCdN3O5S as an isolated structure at a distorted geometry (the ωB97M-V functional and the def2-TZVPD basis, the Open Molecules 2025 dataset).

Structure (XYZ):
```
83
Properties=species:S:1:pos:R:3
Cd -0.46 -1.56 -2.03
C -3.75 -0.35 -2.31
O -2.73 -1.06 -3.01
C -3.26 -2.17 -3.73
C -2.15 -2.73 -4.58
O -1.01 -3.09 -3.80
C -0.92 -4.44 -3.34
C -1.43 -4.64 -1.94
O -0.70 -3.77 -1.08
C -0.83 -4.12 0.30
H -4.53 -0.03 -3.00
H -4.18 -0.97 -1.52
H -3.28 0.53 -1.86
H -3.65 -2.92 -3.03
H -4.08 -1.85 -4.38
H -2.50 -3.58 -5.16
H -1.81 -1.95 -5.26
H -1.45 -5.11 -4.03
H 0.14 -4.68 -3.36
H -2.50 -4.44 -1.85
H -1.25 -5.68 -1.66
H -0.52 -5.15 0.45
H -0.19 -3.45 0.87
H -1.87 -4.00 0.63
Br 2.60 2.17 4.44
C 3.13 2.39 2.64
C 3.09 3.64 2.05
C 3.60 3.81 0.77
C 4.13 2.73 0.07
C 4.11 1.47 0.66
C 3.63 1.29 1.95
N 4.92 3.06 -1.12
N 5.02 2.30 -2.10
C 4.09 1.22 -2.25
C 4.56 -0.03 -2.55
C 3.72 -1.15 -2.60
C 2.36 -1.04 -2.39
O 1.57 -2.09 -2.33
C 1.83 0.31 -2.31
N 0.46 0.47 -2.38
C -0.05 1.68 -2.46
C 0.74 2.84 -2.42
C 2.09 2.71 -2.26
C 2.69 1.43 -2.22
H 2.69 4.48 2.60
H 3.63 4.79 0.32
H 4.55 0.62 0.14
H 3.67 0.32 2.42
H 5.63 -0.14 -2.69
H 4.13 -2.13 -2.80
H -1.12 1.75 -2.57
H 0.27 3.81 -2.52
H 2.72 3.59 -2.22
O -1.57 -1.03 -0.09
S -1.64 0.39 0.49
C -2.83 0.31 1.86
C -2.47 -0.60 3.00
C -2.06 -0.08 4.22
C -1.70 -0.92 5.26
C -1.74 -2.30 5.08
C -2.17 -2.83 3.87
C -2.54 -1.98 2.83
C -0.10 0.69 1.38
C -0.06 2.12 1.86
C 0.18 2.40 3.21
C 0.15 3.70 3.68
C -0.09 4.76 2.80
C -0.30 4.50 1.46
C -0.30 3.19 0.99
H -3.75 0.00 1.36
H -2.93 1.35 2.18
H -2.04 1.00 4.36
H -1.38 -0.51 6.21
H -1.46 -2.96 5.89
H -2.23 -3.90 3.74
H -2.88 -2.38 1.89
H 0.69 0.46 0.65
H -0.05 -0.02 2.20
H 0.39 1.58 3.89
H 0.34 3.90 4.73
H -0.11 5.77 3.18
H -0.48 5.31 0.77
H -0.47 3.00 -0.06
```

* E_tot: -137037.815 eV
* lowest unoccupied orbital energy: -2.44 eV
* net charge: +1
* E_HOMO: -9.60 eV
* molar mass: 804.08 g/mol
* gap between HOMO and LUMO: 7.16 eV


Record 3
# C35H37ClCuO4P2

C35H37ClCuO4P2 as an isolated structure at a distorted geometry (the ωB97M-V functional and the def2-TZVPD basis, the Open Molecules 2025 dataset).

Structure (XYZ):
```
80
Properties=species:S:1:pos:R:3
Cu 1.28 -1.25 3.00
C -2.10 0.07 6.57
C -2.11 -0.23 5.26
C -2.55 0.67 4.18
C -1.41 1.57 3.64
C -0.54 2.20 4.68
C -0.90 2.61 5.90
C -2.30 2.66 6.37
C -2.68 1.35 7.11
C 2.27 -0.51 4.51
H -2.03 -0.70 7.33
H -1.74 -1.19 4.91
H -3.42 1.27 4.49
H -2.87 0.06 3.33
H -0.74 0.97 3.00
H -1.89 2.33 2.99
H 0.51 2.24 4.39
H -0.13 2.88 6.61
H -2.98 2.85 5.53
H -2.42 3.51 7.07
H -2.31 1.43 8.14
H -3.78 1.28 7.11
H 1.94 -1.20 5.32
H 1.84 0.49 4.70
H 3.37 -0.42 4.40
P 0.02 -2.13 -3.13
P 1.90 0.40 -3.49
C -0.67 -0.56 -3.72
C 0.17 0.48 -3.98
C -0.72 -3.34 -4.33
C -1.87 -3.07 -5.10
C -2.39 -4.05 -5.95
C -1.77 -5.30 -6.07
C -0.60 -5.55 -5.34
C -0.08 -4.58 -4.49
C -0.94 -2.30 -1.58
C -0.61 -1.45 -0.51
C -1.32 -1.52 0.68
C -2.37 -2.44 0.81
C -2.69 -3.30 -0.25
C -1.97 -3.24 -1.45
C 2.63 1.08 -5.08
C 2.56 0.29 -6.24
C 3.01 0.78 -7.47
C 3.54 2.08 -7.56
C 3.65 2.85 -6.40
C 3.21 2.36 -5.17
C 2.05 1.82 -2.35
C 3.22 1.89 -1.56
C 3.42 3.00 -0.73
C 2.46 4.02 -0.67
C 1.28 3.91 -1.41
C 1.06 2.80 -2.23
H -1.76 -0.49 -3.83
H -0.15 1.37 -4.56
H -2.36 -2.10 -5.03
H -3.30 -3.84 -6.53
H -2.19 -6.07 -6.73
H -0.09 -6.51 -5.45
H 0.84 -4.77 -3.94
H 0.20 -0.73 -0.64
H -1.04 -0.88 1.51
H -2.94 -2.48 1.75
H -3.51 -4.02 -0.14
H -2.22 -3.91 -2.27
H 2.12 -0.71 -6.19
H 2.92 0.17 -8.37
H 3.88 2.47 -8.52
H 4.05 3.87 -6.46
H 3.28 2.98 -4.28
H 3.96 1.09 -1.62
H 4.34 3.07 -0.16
H 2.64 4.90 -0.04
H 0.53 4.70 -1.36
H 0.12 2.71 -2.78
O 0.66 1.32 7.90
Cl 0.44 -0.13 8.01
O 1.64 -0.80 8.45
O -0.68 -0.42 8.91
O 0.11 -0.67 6.65
```

* multiplicity: 2
* ⟨S²⟩: 0.76
* E_tot: -120810.470 eV
* lowest unoccupied orbital energy (spin up / spin down): -0.12 / -3.56 eV
* E_HOMO (spin up / spin down): -7.82 / -7.82 eV
* molar mass: 682.62 g/mol
* gap between HOMO and LUMO (spin up / spin down): 7.70 / 4.26 eV